[1]
Below is an isolated ion of composition CHO4 and charge +1, with properties calculated with the ωB97M-V functional and the def2-TZVPD basis.

Frontier orbital gap (spin up / spin down) = 7.278 / 7.280 eV
LUMO (spin up / spin down) = -10.9 / -10.9 eV
HOMO energy (spin up / spin down) = -0.6668 / -0.6669 Ha
Relative energy (zero: lowest compared OMol25 entry of this formula, charge and spin) = 4.319 eV

The geometry in ORCA input format:
```
! RIJCOSX wB97M-V def2-TZVPD def2/J DEFGRID3
* xyz 1 1
O 1.50607 0.02500 0.30629
H -1.52992 0.38547 -0.60226
O 2.11634 0.91831 -0.09116
C -1.01235 -0.31920 -0.06300
O 0.18607 0.40064 0.22258
O -1.26620 -1.41021 0.22755
*
```

[2]
Below is an isolated ion of composition C18H23N4O3S2 and charge -1, with properties calculated with the ωB97M-V functional and the def2-TZVPD basis.

Frontier orbital gap = 4.775 eV
LUMO = 2.3 eV
Structure (SMILES) = CCOC(=O)[C@H](SC(=S)N1CCCC1)/C(C)=N/N=C(\[O-])Nc1ccccc1
HOMO energy = -0.0913 Ha

The geometry in ORCA input format:
```
! RIJCOSX wB97M-V def2-TZVPD def2/J DEFGRID3
* xyz -1 1
H 0.21128 -4.67555 -3.69526
N 1.29397 -2.86666 -3.50154
C -1.26366 2.31538 -2.06632
C -1.73234 4.23920 3.96989
H 3.78009 -3.39265 -5.28118
H -3.56167 3.13996 4.19455
C -0.57608 -0.12531 -1.32896
O 0.12731 -2.04753 -0.12380
N -1.27962 1.53351 0.21534
C -2.16445 5.12952 6.60975
C 0.30779 -2.09839 -2.97748
H 0.04026 5.49503 4.04732
H -3.95366 3.90873 6.54912
H 2.91785 -1.61706 -4.09137
C -0.96685 1.29872 -1.03002
H 4.08345 -4.27877 -3.79701
S -1.22423 -2.71159 -2.83262
C 0.07261 -0.70379 -0.02316
H 3.18808 -2.50164 -2.56407
H 2.25982 -5.66612 -4.20385
C 2.15178 -4.70890 -4.71384
C -2.01890 2.80927 1.92136
C 3.31275 -3.75401 -4.36302
O 0.47768 -0.08587 0.94820
H 2.10270 -4.91316 -5.78561
H -1.49109 -0.71402 -1.56011
H 2.10486 -4.39309 1.15993
C 0.87021 -4.01607 -4.27866
H -0.29584 6.21472 6.39847
H 0.19330 -3.03815 1.71783
N -1.23845 2.71029 0.72592
N -1.44373 3.82019 2.67677
H 1.53477 -1.90955 1.38170
C -1.02874 5.55289 5.91887
C 2.73832 -2.56918 -3.56854
O -3.03286 2.17162 2.17004
C -0.82893 5.13825 4.60768
C 1.72264 -3.76865 0.35169
H -0.62845 4.20149 2.17491
H 1.17883 -4.38341 -0.36948
H -0.54435 2.34173 -2.89657
C -3.07899 4.25305 6.00267
H -2.26868 2.14021 -2.50217
H -1.27313 3.29114 -1.54836
C -2.85887 3.81641 4.69105
H -2.33633 5.46902 7.62538
C 0.89262 -2.67968 0.95197
H 2.58336 -3.32179 -0.15587
H 0.30204 -3.68027 -5.16176
S 0.64153 -0.36947 -2.58981
*
```

[3]
Below is a 10-piece molecular cluster, C34H95N7O10 overall, with properties calculated with the ωB97M-V functional and the def2-TZVPD basis.

Frontier orbital gap = 9.406 eV
LUMO = 0.3 eV
Structure (SMILES) = COC[C@H](C)N.COC[C@H](C)N.COC[C@H](C)N.COC[C@H](C)N.COC[C@H](C)N.COC[C@H](C)N.COC[C@H](C)N.CCO.CCO.CCO
HOMO energy = -0.3339 Ha
Relative energy (zero: lowest compared OMol25 entry of this formula, charge and spin) = 5.033 eV

The geometry in ORCA input format:
```
! RIJCOSX wB97M-V def2-TZVPD def2/J DEFGRID3
* xyz 0 1
H -6.20692 3.55162 7.72841
O -5.11143 5.07940 9.81875
H 3.95482 -4.59117 6.35809
C 6.40981 -0.32253 -5.76598
H 2.60519 2.78529 7.59858
N -9.05885 -1.75646 -0.87237
C -0.69058 3.27674 -7.30813
H -6.73236 5.20958 11.16622
H 6.91080 -0.75647 -3.73678
C 3.01339 -5.18617 -14.39945
H 10.09203 0.45794 4.10806
H -8.23548 -1.96316 -1.41958
N -0.75598 1.86350 -7.11252
H -5.62290 6.58129 11.33467
O -8.49098 1.74020 0.42611
O 7.73727 -0.60404 -6.14852
H 1.75060 0.78311 11.72439
H 1.94567 1.48527 6.61295
H 1.69326 -5.50806 -12.17593
C -8.81883 -0.66950 0.09011
C 2.45425 -3.84608 -10.99271
H -0.67030 2.11434 10.60299
H 1.74266 -6.68007 5.92567
H 5.21518 -0.64010 -4.00905
H 10.48389 2.54888 4.38340
C 2.20474 -4.32161 -9.58673
H 7.41013 3.36972 0.64245
C 2.72574 -6.32384 6.23351
C -0.65546 3.65047 -8.83690
H 6.08017 2.18132 0.98750
C -8.47080 0.66177 -0.54757
C 8.51775 1.69647 4.25817
C -4.49697 4.44112 6.72572
H 6.34316 0.75737 -5.63382
H -6.75671 -1.06125 0.74678
H -5.16115 5.03377 11.89320
H 1.99958 -5.56076 -14.54083
H 3.90888 -4.03389 2.11967
H -6.52933 5.91146 6.02660
H 0.38608 4.12224 11.60200
H 2.98846 -3.43217 4.31613
C 8.19819 1.91611 2.76646
H 3.35794 -5.75396 -11.72699
H -2.12609 -1.47379 -1.20315
H -5.11986 -7.15508 -5.13748
H -1.18220 3.76427 -11.39810
H -4.13069 -4.62356 -5.50334
O -0.46307 -1.61173 -2.36883
C 1.68814 2.25640 7.33900
C 2.63682 -4.98770 -12.01149
H -1.53188 2.10148 -10.98508
N 1.46255 -2.90494 -11.49322
H 9.17812 0.26008 5.47154
H 1.02790 0.30128 10.34464
H -0.23115 2.92889 12.70790
C 6.65609 3.03145 1.35315
H 9.18335 3.72462 4.33748
C -8.67613 2.98683 -0.21043
H -6.76915 4.46780 5.59152
H 1.54264 3.03191 12.33637
H -1.07408 0.06361 0.44230
H -2.86595 3.28458 -11.08834
C 6.13059 -1.04386 -4.44161
N 2.11685 -4.17328 6.99280
H 9.14343 2.10474 2.25748
H -5.70521 6.47442 8.45899
H 5.89089 3.80570 1.29740
C -0.59743 -0.14697 -0.51507
H 2.82495 -6.61672 7.27873
H -9.73319 -0.50609 0.66049
H -1.54380 3.81942 -6.90118
H 7.75940 0.96850 2.45406
H 3.26701 -4.46041 -15.17214
H 1.44940 3.18499 -7.02266
O 3.65879 -5.28162 3.74174
H -0.46338 4.71274 -8.98792
N 0.88268 0.80438 11.20830
C -5.18797 -4.88812 -5.48702
C 1.14485 2.74327 9.61598
H -8.11621 3.06189 -1.14260
H 2.94442 -5.07739 -9.32255
O 7.20914 2.94384 2.66027
H 0.54717 3.53272 -5.48308
C 0.39893 2.11496 10.81474
C -7.78030 -1.12864 1.11531
N 9.15198 0.43035 4.47634
H 0.11929 3.04974 -9.31333
N -6.78642 5.02395 6.43443
H -7.75067 -0.38437 1.91110
C -5.87481 4.54672 7.43248
H 3.46561 -6.90038 5.67827
C 3.58892 -5.05262 2.33857
H -0.63469 -0.84410 -2.91919
H -9.72257 -1.42630 -1.55834
H -8.20230 3.72534 0.43625
H 6.04941 -2.12276 -4.57381
H -7.50105 0.52686 -1.02661
O 3.25126 -4.44795 -13.15773
C 0.57660 3.65180 -6.56616
H -4.52276 3.95010 5.75292
C 9.47473 2.75460 4.74030
H -8.04873 -2.11598 1.49107
H -4.97793 -6.12760 -3.74629
H 1.19783 -4.57592 7.10848
H -6.97973 5.44816 9.06117
H 1.64751 -2.81103 -12.48168
O -5.72660 -3.77432 -4.80082
C 0.52785 3.09700 11.94386
H 2.33858 -3.47814 -8.90943
H 4.19379 -5.74710 1.75554
H -9.14721 0.86670 -1.37738
H -6.56115 -6.40058 -4.63798
H -5.32469 -3.02599 -5.24811
H 2.56363 -5.19781 1.99828
H 3.38715 -3.28240 -10.98540
H 9.38375 2.88282 5.81890
H -4.01713 5.39457 6.50484
C 2.76292 -4.47808 4.52419
H 7.71792 -1.45762 -6.58740
O 1.14127 1.79013 8.50360
H 3.77887 -5.96180 -14.42280
O -1.86195 3.44657 -9.44419
H -0.72271 -2.31183 -0.47696
H 0.68235 3.68306 9.31435
C 2.95255 -4.84090 6.00995
H 0.62616 -3.46337 -11.58654
H -0.83575 0.71365 -1.14008
C -5.69255 5.52431 11.07768
C -1.82882 3.13190 -10.78975
C -5.94480 5.44339 8.71910
H 1.22080 -4.77926 -9.48418
H 1.92916 -3.31140 6.50083
H 0.77018 4.71330 -6.72059
H 0.48775 -0.12824 -0.41440
H 0.94210 2.88346 6.85082
H 5.65339 -0.58346 -6.50614
H -9.69878 3.35461 -0.29425
H 2.16627 2.90476 9.96053
C -1.04065 -1.47856 -1.10360
H 1.73489 -4.63843 4.19932
H -0.21535 1.44885 -7.85810
H -5.63143 -4.92358 -6.48211
C -5.48754 -6.22458 -4.70493
H -3.82014 3.89936 7.38639
H -1.66681 1.63597 -7.48495
H 7.63010 1.77208 4.88623
*
```

[4]
Below is C22H28F10N4OPtSSi as an isolated structure, with properties calculated with the ωB97M-V functional and the def2-TZVPD basis.

Frontier orbital gap = 7.586 eV
LUMO = 0.4 eV
HOMO energy = -0.2646 Ha
Relative energy (zero: lowest compared OMol25 entry of this formula, charge and spin) = 0.438 eV

The geometry in ORCA input format:
```
! RIJCOSX wB97M-V def2-TZVPD def2/J DEFGRID3
* xyz 0 1
C -2.54328 -0.24971 -2.82652
F -4.44667 0.97522 -3.64617
S -2.29285 -1.60034 0.81039
H 3.63950 2.19894 -4.84591
C 2.32621 0.98822 -2.87979
O -2.28928 0.37425 -1.66455
H 3.13726 0.39383 -3.27892
C 2.08203 2.26819 -3.35955
C 2.97600 2.92103 -4.37349
C -1.15579 -2.39630 1.85356
H 4.87330 -2.11919 2.37225
N -0.78740 -1.82283 2.98879
H 0.70708 3.91992 -3.21541
H -1.78010 -3.92899 -0.15988
H 3.58935 3.67952 -3.88367
H 1.69845 -0.52469 -1.48994
C -1.82793 0.45852 -4.02834
H -0.67251 2.83136 -1.47925
H -2.72587 0.70952 2.17754
H -1.19025 -5.40712 0.62625
H 2.26165 1.18408 3.11335
H -1.30792 3.05968 0.44004
C 3.95515 -1.58412 2.17267
F -4.49527 -1.16085 -3.95542
C 2.45982 0.26305 2.59019
C 0.38246 2.31731 3.94743
H -0.98531 4.11915 1.81269
C 0.20810 2.34583 -1.86787
Pt -0.92640 0.15481 -0.12203
C 3.05973 -2.04715 1.22027
H -2.75492 2.21069 3.08741
F -0.52401 0.11948 -4.07710
H 0.31076 -1.64178 4.73133
N -0.70968 -3.62460 1.60106
N 0.49721 1.13858 -1.36658
H -0.16402 -3.29832 4.35335
H 2.38663 3.41882 -5.14353
F -2.35564 0.15743 -5.22327
H 1.15948 -2.50678 3.44897
H -0.32972 2.94143 4.49479
H -1.09717 -0.87123 3.10156
C -2.11166 -1.76354 -2.86814
C -0.60261 3.26361 1.24790
C -0.94915 -4.37553 0.37563
C -4.08848 -0.20109 -3.10691
C 3.63811 -0.41668 2.84948
N 0.28672 0.44457 1.48116
H -0.06771 -4.34967 -0.26521
C 1.88187 -1.36855 0.98801
H -0.04556 -4.02095 2.24666
F -4.77055 -0.34564 -1.97283
H 0.35906 3.54334 0.81109
H 4.31674 -0.02615 3.59821
C 0.97885 2.94034 -2.84364
C 1.49434 -0.18985 1.66193
H 1.27581 2.92151 3.77046
C 1.52460 0.46539 -1.88523
H 0.66060 1.48332 4.59694
F -0.94131 -1.94790 -2.24320
H 3.25515 -2.94499 0.64641
F -1.88276 1.78653 -3.89009
H -2.19610 0.73952 3.86872
F -1.95442 -2.23110 -4.11701
C -2.18514 1.29048 2.92080
F 1.05761 -1.92379 0.05283
C 0.18431 -2.35579 3.92283
Si -0.45440 1.76518 2.35578
F -3.01213 -2.54743 -2.25925
*
```

[5]
Below is C2H4Cl2O2S in the gas phase, with properties calculated with the ωB97M-V functional and the def2-TZVPD basis.

Frontier orbital gap (spin up / spin down) = 8.090 / 8.088 eV
LUMO (spin up / spin down) = -1.2 / -1.2 eV
Structure (SMILES) = CO[S@](=O)(Cl)=CCl
HOMO energy (spin up / spin down) = -0.3402 / -0.3401 Ha
Relative energy (zero: lowest compared OMol25 entry of this formula, charge and spin) = 3.077 eV

The geometry in ORCA input format:
```
! RIJCOSX wB97M-V def2-TZVPD def2/J DEFGRID3
* xyz 0 1
H -0.22813 -1.56217 0.48303
H 2.85173 1.34208 -2.07904
H -0.32552 -0.56740 1.92138
S 2.07274 -0.29115 -0.35432
H -0.72848 0.24228 0.24366
O 1.37842 -1.31372 -1.08290
C 2.22285 1.24044 -1.14783
O 1.16324 0.06967 0.88146
Cl 2.75403 2.45674 0.01067
Cl 3.50138 -1.54824 0.72200
C -0.15908 -0.46519 0.94239
*
```

[6]
Below is an isolated ion of composition C29H46Cl2N2O4PS2 and charge +1, with properties calculated with the ωB97M-V functional and the def2-TZVPD basis.

Frontier orbital gap = 5.860 eV
LUMO = -4.9 eV
Structure (SMILES) = CCOP(=O)(CCc1ccc2c([C@H](Cl)[C@H](C)Cl)c(CCCSC(=S)N(CC)CC)[nH+]c(C[C@H](C)O)c2c1)OCC
HOMO energy = -0.3970 Ha
Relative energy (zero: lowest compared OMol25 entry of this formula, charge and spin) = 24.032 eV

The geometry in ORCA input format:
```
! RIJCOSX wB97M-V def2-TZVPD def2/J DEFGRID3
* xyz 1 1
C 2.90985 -0.79816 1.45447
H 6.46048 -3.88850 -3.48897
H -4.62122 0.11190 8.60580
H 3.68464 0.03949 1.72722
H 5.69472 -2.24254 -2.98237
H 7.07799 -4.23910 -1.16508
C -2.56499 0.81735 7.75432
P -2.30292 2.65507 5.84080
H -5.31491 -0.59994 -2.39290
O -3.33279 1.59960 6.77160
H -3.77609 2.35753 3.68134
C 4.13235 -5.27407 -3.51820
C -3.46811 3.23367 -0.72909
H -0.50605 -1.23805 -3.78254
C -0.81082 2.32765 -0.30229
H -1.11552 -1.29878 -5.65884
N 4.23719 -3.85139 -3.01681
C 1.79184 -0.32179 0.35390
C 5.66194 -3.41519 -2.76051
C 1.21327 -1.46312 -5.29601
H -3.39408 0.88714 9.93319
H 5.21714 -4.09393 -0.61614
H -4.48747 4.32954 1.29891
C 0.51695 1.59978 -0.93837
H -1.01188 1.19766 -5.73163
H 6.33004 -2.47726 -0.70535
H -1.70455 1.48283 8.18810
H 0.84496 1.21969 3.37674
H 1.91246 1.90917 0.97258
C -3.50582 0.20186 8.98752
C -2.24991 3.60135 1.85511
C 0.04667 0.33582 3.42570
H 3.48156 -1.72891 0.97285
H -3.00393 1.40118 -4.87004
C -1.06597 0.61058 4.64095
H 1.47657 0.68638 -2.73747
H 0.79084 1.15424 -5.18340
H 4.08484 -5.25289 -4.69562
C 5.22851 -6.31924 -2.89280
H 5.37993 -6.25262 -1.73435
C -0.28367 -0.91689 -4.90131
H 0.88877 -1.20011 -1.20731
H -2.76307 5.29217 3.45409
O -2.04883 3.98036 6.72236
H 4.91951 -7.39773 -3.25800
C -3.54185 3.78722 0.81276
C -4.45122 0.20835 -2.23299
C -3.37114 3.24984 4.33330
H -5.40129 2.25651 -2.98060
C -2.11946 2.50981 -1.31880
C -2.35387 4.17193 3.40704
C -0.60031 1.29425 -3.38257
H 0.70278 -0.47985 0.81281
H -3.44384 -0.37737 -2.33985
H -4.28789 3.92812 4.67545
S 4.34395 -2.45558 -5.52702
H 1.15607 -1.96778 -6.35176
C -3.30461 2.07100 -3.92879
H -0.96702 -0.32070 5.36906
H -2.14669 0.69101 4.15949
C -0.29488 0.73299 -4.92307
C -4.69110 1.39663 -3.33682
H 6.26409 -6.08326 -3.43685
H 2.03891 -0.62391 -5.36455
O -0.81759 1.90347 5.32852
H 0.04065 2.71323 1.93894
H 0.63357 -0.66373 3.69354
C -2.01749 1.95671 -2.89121
C 1.88923 1.30311 -0.03006
N 0.57680 1.14777 -2.40474
Cl -5.50886 0.56553 -4.82418
H -3.10727 -0.89804 9.20365
S 1.75269 -2.61620 -3.90553
Cl -3.54657 3.79555 -4.61462
H 2.84836 1.49473 -0.70076
H -4.42675 3.41153 -1.40743
H -0.58150 0.23931 2.43106
H 3.06125 -5.66867 -3.16866
C 6.11263 -3.53673 -1.15426
H -4.57036 0.60433 -1.11398
O 1.84703 -1.18673 -0.86789
H -1.24996 4.20967 3.83836
H -2.09824 -0.13849 7.22626
H 2.32273 -1.23001 2.38123
C 3.57348 -3.01386 -4.11835
C -0.91488 2.85652 1.26175
*
```

[7]
Below is C16H14BrFRu as an isolated structure, with properties calculated with the ωB97M-V functional and the def2-TZVPD basis.

Frontier orbital gap (spin up / spin down) = 5.605 / 6.374 eV
LUMO (spin up / spin down) = 3.5 / 2.9 eV
HOMO energy (spin up / spin down) = -0.0785 / -0.1287 Ha
Relative energy (zero: lowest compared OMol25 entry of this formula, charge and spin) = 1.907 eV

The geometry in ORCA input format:
```
! RIJCOSX wB97M-V def2-TZVPD def2/J DEFGRID3
* xyz -1 6
F 1.08937 -0.45764 5.61061
H 0.01273 -0.21371 -3.20732
H 1.33103 2.37123 0.09509
C 0.21348 0.12109 -2.19479
C 1.31395 0.14254 -0.15017
H 2.01709 -0.18401 0.61389
H -4.18115 -0.19611 -1.17765
H -1.82038 3.20749 -2.62949
C -3.12682 1.78025 -1.46564
Br -2.42836 0.06521 1.11023
C -2.82529 -0.01093 -2.93925
H -0.35578 2.21740 2.18694
C 0.08947 -1.14802 2.13195
Ru -1.39905 0.75679 -1.21223
C 0.36659 1.54522 -1.74049
H -0.00986 -1.97667 1.44215
C -3.49069 0.40322 -1.74242
H 0.75857 -2.36786 3.83483
C 0.37247 1.04403 3.87643
H -1.49882 1.12423 -4.36908
C 0.79116 -0.69975 -1.15814
C -0.15887 0.14351 1.68707
H 0.46318 1.87735 4.58702
C 1.03935 1.49094 -0.47780
H 0.25483 2.42100 -2.36750
C -2.22630 2.19938 -2.51795
H -2.86918 -1.00228 -3.38664
C -0.07249 1.23362 2.54649
H -3.46590 2.40595 -0.65505
C 0.53520 -1.36779 3.45547
C -2.08540 1.09856 -3.44270
H 0.85334 -1.79003 -1.19635
C 0.65819 -0.25890 4.29991
*
```

[8]
Below is C5H5NO as an isolated structure, with properties calculated with the ωB97M-V functional and the def2-TZVPD basis.

Frontier orbital gap = 11.089 eV
LUMO = 0.9 eV
HOMO energy = -0.3758 Ha
Relative energy (zero: lowest compared OMol25 entry of this formula, charge and spin) = 2.618 eV

The geometry in ORCA input format:
```
! RIJCOSX wB97M-V def2-TZVPD def2/J DEFGRID3
* xyz 0 1
H -1.88034 1.04310 -0.99975
H -1.99566 -0.94793 0.77578
O -0.00606 -0.36011 1.42308
H 1.28421 -1.57210 0.33731
C -1.04460 0.85232 -0.33201
N 2.95154 1.04304 -0.00571
C -0.23236 -0.37089 -0.69124
H -0.30415 -0.88893 -1.63876
C -1.12104 -0.36040 0.51799
C 2.02956 0.37775 0.20630
H -0.57135 1.73475 0.09281
C 0.89024 -0.55060 0.31420
*
```

Molar mass across the listed records, respectively: 77.015 407.541 762.173 809.704 163.025 652.711 406.260 95.101 g mol⁻¹.